(1)
The following is a DFT calculation (ωB97M-V/def2-TZVPD) of a molecular structure, C4H12ClMnO4.

Computed properties:
- Spin multiplicity: 6
- Charge: +1
- LUMO level (alpha / beta): -8.40 / -8.40 eV
- ΔE to the lowest compared entry with this formula, charge and spin: 343.90 kJ/mol
- E_HOMO (alpha / beta): -11.98 / -11.98 eV
- Frontier orbital gap (alpha / beta): 3.58 / 3.58 eV
- ⟨S²⟩: 8.757

CARTESIAN COORDINATES (ANGSTROEM)
Mn1 -3.98871 -2.71723 -1.21389
Cl1 -1.69136 -2.36258 -1.10833
C1 2.56964 -0.91080 1.36592
C2 1.43535 -1.81314 0.92533
O1 1.41892 -2.20220 -0.43521
O2 2.52070 0.31857 0.70188
H1 3.52169 -1.39641 1.14738
H2 2.53654 -0.87636 2.46049
H3 0.45374 -1.51662 1.31212
H4 1.56529 -2.74561 1.49859
H5 0.52745 -2.39333 -0.74792
H6 1.64746 0.69788 0.80802
C3 -1.06542 2.48429 -0.13480
C4 -1.07421 1.75779 -1.43989
O3 -2.17913 0.87860 -1.66785
O4 -1.08065 1.58802 0.97624
H7 -1.92114 3.16566 -0.11195
H8 -0.18810 3.12652 -0.05462
H9 -0.18312 1.13872 -1.59266
H10 -0.94017 2.47762 -2.25218
H11 -1.89030 -0.03653 -1.56845
H12 -1.99446 1.33711 1.13176

***

(2)
The following is a DFT calculation (ωB97M-V/def2-TZVPD) of a molecular structure, C27H29BrFeN3O4Te.

Computed properties:
- Spin multiplicity: 6
- Charge: -2
- LUMO level (alpha / beta): 4.05 / 4.05 eV
- ΔE to the lowest compared entry with this formula, charge and spin: 55.99 kJ/mol
- E_HOMO (alpha / beta): -1.96 / -2.18 eV
- Frontier orbital gap (alpha / beta): 6.01 / 6.23 eV
- ⟨S²⟩: 8.759

CARTESIAN COORDINATES (ANGSTROEM)
Fe1 -0.98192 -0.43591 -0.06268
N1 0.12827 0.68885 1.74469
C1 1.58399 0.59823 1.58992
C2 1.91185 -0.77353 0.99602
O1 2.89572 -1.40800 1.41874
N2 1.05069 -1.09088 0.04252
C3 1.07406 -2.42863 -0.49451
C4 -0.20149 -3.14008 -0.05933
O2 -0.31945 -4.35434 -0.13421
O3 -1.13036 -2.33557 0.37970
H1 -0.22641 1.60380 1.99455
H2 -0.20228 0.03573 2.44944
H3 2.14800 0.74608 2.51416
H4 1.88563 1.35361 0.86021
H5 1.94735 -3.00183 -0.17934
H6 1.05817 -2.39710 -1.59215
Br1 -2.85696 0.80059 0.90690
C5 7.07878 5.04345 -3.87481
C6 5.85231 4.23787 -3.53072
C7 5.69686 2.93586 -3.97747
C8 4.56742 2.18033 -3.65403
C9 4.50118 0.76260 -4.17352
C10 3.53779 2.72428 -2.86708
Te1 1.81229 1.40261 -2.26571
N3 -0.32907 0.35106 -1.83559
C11 -1.25504 -0.31770 -2.43593
O4 -2.16612 -0.92160 -1.74146
C12 -1.37894 -0.39646 -3.93586
C13 -2.64506 -0.45041 -4.51321
C14 -2.79002 -0.51144 -5.89209
C15 -1.66680 -0.54214 -6.71183
C16 -0.40197 -0.50593 -6.13993
C17 -0.26004 -0.42778 -4.75964
C18 0.51392 2.91228 -3.01563
C19 -0.42394 3.42947 -2.12178
C20 -1.34653 4.38738 -2.51014
C21 -1.34249 4.84536 -3.82099
C22 -0.42628 4.32399 -4.71984
C23 0.50490 3.35242 -4.34312
C24 1.43906 2.79692 -5.38332
C25 3.70557 4.04249 -2.40570
C26 2.66848 4.72204 -1.54755
C27 4.84449 4.77285 -2.74036
H7 7.75437 4.47162 -4.51290
H8 7.63225 5.33138 -2.97723
H9 6.81906 5.96439 -4.40310
H10 6.47434 2.49029 -4.59340
H11 5.33530 0.55895 -4.84900
H12 3.56432 0.58033 -4.70241
H13 4.53871 0.03482 -3.36077
H14 -3.50417 -0.44969 -3.85462
H15 -3.78124 -0.53946 -6.33055
H16 -1.77707 -0.60386 -7.78858
H17 0.48089 -0.53432 -6.76875
H18 0.72316 -0.38574 -4.30827
H19 -0.44445 3.05187 -1.10670
H20 -2.06922 4.75996 -1.79451
H21 -2.05859 5.59179 -4.14547
H22 -0.43688 4.66009 -5.75201
H23 1.21735 3.22693 -6.36186
H24 1.33167 1.71139 -5.44836
H25 2.48159 3.00372 -5.13615
H26 2.21672 4.01866 -0.84618
H27 1.85421 5.12202 -2.15591
H28 3.11255 5.54640 -0.98550
H29 4.94951 5.78781 -2.36312

***

(3)
The following is a DFT calculation (ωB97M-V/def2-TZVPD) of 10 unconnected molecules or ions with the total composition C10H40N6O10.

Computed properties:
- Charge: 0
- LUMO level: -0.09 eV
- ΔE to the lowest compared entry with this formula, charge and spin: 314.38 kJ/mol
- E_HOMO: -9.32 eV
- Frontier orbital gap: 9.22 eV
- SMILES: NC(N)=O.NC(N)=O.NC(N)=O.CO.CO.CO.CO.CO.CO.CO

CARTESIAN COORDINATES (ANGSTROEM)
C1 1.33339 -1.35669 -3.43195
O1 2.32849 -0.98195 -2.45931
H1 1.48134 -2.42140 -3.61251
H2 0.34473 -1.18287 -3.00716
H3 1.54879 -0.81463 -4.35275
H4 2.28721 -1.60398 -1.72926
C2 -2.53405 2.49531 -1.61540
O2 -3.24739 2.27027 -0.42443
H5 -3.04505 1.87415 -2.35101
H6 -2.54509 3.56213 -1.83872
H7 -1.52642 2.10267 -1.47895
H8 -2.98217 1.40845 -0.09500
C3 0.35119 0.80188 -0.33335
O3 0.86148 -0.12104 0.60304
H9 1.16737 1.51078 -0.47267
H10 0.04864 0.28463 -1.24385
H11 -0.51871 1.26159 0.13574
H12 0.54214 0.02808 1.49600
C4 0.59193 -3.29030 1.53067
O4 1.85698 -2.91478 1.91369
H13 0.41724 -4.36218 1.62371
H14 -0.10111 -2.78712 2.20491
H15 0.38806 -2.91346 0.52841
H16 2.27309 -2.66582 1.08515
C5 0.70520 2.63429 -3.85522
O5 1.29460 2.86321 -2.63717
H17 1.24127 3.09136 -4.68697
H18 0.65277 1.58019 -4.12765
H19 -0.31726 3.01019 -3.89208
H20 2.19147 2.53228 -2.54931
C6 2.00161 -0.21927 4.74177
O6 1.42509 -1.49558 4.87562
H21 1.45121 0.29486 3.95385
H22 1.75911 0.37151 5.62510
H23 3.07794 -0.30063 4.59016
H24 1.31939 -1.83732 3.98476
C7 -2.21210 0.20572 -4.60276
O7 -3.29947 -0.50354 -3.98100
H25 -2.41761 1.17824 -5.05006
H26 -1.46992 0.28774 -3.80870
H27 -1.79736 -0.49006 -5.33212
H28 -3.92602 -0.66672 -4.68981
C8 -2.53895 -1.14620 -0.34694
O8 -3.39079 -0.35648 0.02517
N1 -2.24645 -1.43183 -1.56000
N2 -1.78637 -1.77614 0.48357
H29 -1.56697 -2.15160 -1.76084
H30 -2.74172 -0.90325 -2.26385
H31 -1.60081 -1.38344 1.39541
H32 -1.01362 -2.29747 0.09476
C9 -1.75330 0.75068 3.64620
O9 -0.84415 0.80372 2.87092
N3 -2.95972 0.30748 3.31864
N4 -1.76615 1.15600 4.85360
H33 -3.37089 0.24150 2.39849
H34 -3.61386 0.39701 4.08297
H35 -2.70526 1.34629 5.17293
H36 -0.96285 1.63752 5.23166
C10 4.45833 0.50152 1.41940
O10 5.58554 1.01842 1.53152
N5 4.10981 -0.64010 1.92754
N6 3.38500 1.03494 0.93615
H37 4.89561 -1.19278 2.23926
H38 3.14759 -0.93177 1.83182
H39 3.62807 1.92019 0.51504
H40 2.64992 0.37585 0.72320

***

(4)
The following is a DFT calculation (ωB97M-V/def2-TZVPD) of a single C15H22N2O3S molecule.

Computed properties:
- Charge: 0
- LUMO level: 0.40 eV
- ΔE to the lowest compared entry with this formula, charge and spin: 121.64 kJ/mol
- E_HOMO: -9.39 eV
- Frontier orbital gap: 9.79 eV
- SMILES: CCNC(=O)c1cccc(S(=O)(=O)N2CCCCCC2)c1

CARTESIAN COORDINATES (ANGSTROEM)
C1 -1.58194 -5.61771 2.67507
H1 -2.64312 -5.53501 2.44681
H2 -1.38720 -5.11510 3.61916
C2 -0.74095 -4.99803 1.56465
N1 -1.02731 -3.58986 1.40709
C3 -0.10816 -2.62626 1.64580
O1 1.04664 -2.86892 1.93007
C4 -0.60945 -1.22212 1.49126
C5 0.30404 -0.25539 1.07866
C6 -0.10677 1.05097 0.91759
C7 -1.41000 1.42918 1.18086
C8 -2.31554 0.47748 1.62290
C9 -1.91999 -0.84185 1.77063
H3 -2.63356 -1.56467 2.14014
H4 -3.33028 0.76435 1.85463
H5 -1.68317 2.46590 1.06328
S1 1.03889 2.27475 0.26300
O2 0.50742 3.57432 0.55035
O3 2.36449 1.95377 0.69522
N2 0.97078 2.06629 -1.38340
C10 -0.29821 2.45644 -1.95976
H6 -1.12290 1.87125 -1.52093
C11 -0.35817 2.32595 -3.47989
H7 -1.11376 3.02719 -3.83986
C12 -0.74950 0.92335 -3.94537
H8 -1.63621 0.60473 -3.39079
C13 0.34977 -0.12346 -3.78334
C14 0.87587 -0.25532 -2.35475
H9 0.04707 -0.40059 -1.65876
C15 1.71365 0.95312 -1.92620
H10 2.42008 0.67813 -1.14205
H11 2.29881 1.30685 -2.78322
H12 1.51011 -1.14226 -2.30085
H13 -0.04543 -1.08950 -4.10717
H14 1.18482 0.12580 -4.44216
H15 -1.02431 0.96891 -5.00194
H16 0.59795 2.61929 -3.91186
H17 -0.43813 3.49824 -1.66229
H18 1.33185 -0.53087 0.90261
H19 -1.96911 -3.33601 1.15724
H20 -0.92876 -5.51439 0.61686
H21 0.32192 -5.07053 1.80402
H22 -1.33368 -6.66954 2.78383

***

no.,strongest force on any atom (eV/Å)
1,2.6
2,1.1
3,5.6
4,1.1